Formula: C20H20BrN3O3S
Source: OMol25
Level of theory: the ωB97M-V functional and the def2-TZVPD basis

Last column: natural (NBO) charge in e.
Geometry (Å):
O -3.291 -1.153 0.409  -0.58
C -3.387 0.053 0.392  0.66
N -2.357 0.904 0.728  -0.66
C -1.142 0.519 1.303  0.30
S -0.610 1.388 2.603  -0.23
N -0.464 -0.496 0.773  -0.39
C 0.700 -1.006 1.472  -0.24
C 1.022 -2.399 0.937  -0.24
N 1.347 -2.401 -0.479  -0.44
C 2.763 -2.505 -0.808  -0.23
C 3.605 -1.320 -0.394  -0.05
C 4.162 -1.256 0.875  -0.22
C 4.881 -0.149 1.319  -0.25
C 5.018 0.898 0.441  0.22
C 4.476 0.842 -0.843  0.30
C 3.773 -0.251 -1.284  -0.30
O 4.771 2.000 -1.513  -0.49
C 5.515 2.789 -0.608  0.24
O 5.670 2.090 0.607  -0.47
C 0.663 -1.339 -1.197  -0.22
C -0.685 -1.035 -0.553  -0.23
C -4.647 0.753 0.009  -0.08
C -4.672 2.035 -0.534  -0.21
C -5.880 2.613 -0.886  -0.20
C -7.069 1.929 -0.698  -0.22
C -7.033 0.649 -0.168  -0.08
Br -8.661 -0.304 0.081  0.06
C -5.837 0.052 0.180  -0.21
H -2.620 1.843 1.003  0.43
H 1.553 -0.330 1.333  0.22
H 0.477 -1.042 2.542  0.24
H 0.145 -3.040 1.087  0.20
H 1.846 -2.826 1.505  0.21
H 2.823 -2.640 -1.891  0.20
H 3.136 -3.414 -0.331  0.21
H 4.050 -2.095 1.546  0.21
H 5.312 -0.111 2.304  0.23
H 3.387 -0.289 -2.290  0.23
H 6.506 3.007 -1.038  0.16
H 4.984 3.737 -0.424  0.16
H 0.506 -1.669 -2.229  0.21
H 1.250 -0.407 -1.219  0.18
H -1.219 -0.296 -1.154  0.22
H -1.299 -1.940 -0.503  0.23
H -3.754 2.576 -0.711  0.22
H -5.899 3.605 -1.311  0.22
H -8.012 2.380 -0.965  0.23
H -5.803 -0.949 0.584  0.25

Results
Relative energy (zero: lowest compared OMol25 entry of this formula, charge and spin), kJ/mol: 5.9
Total charge: 0
LUMO level, eV: 0.1
HOMO energy, eV: -8.13
DFT total energy, eV: -112555.056
Kohn-Sham gap, eV: 8.191
Structure (SMILES): O=C(NC(=S)N1CCN(Cc2ccc3c(c2)OCO3)CC1)c1cccc(Br)c1